1.
Entry from the OMol25 dataset: a molecular structure, C54H118BeCl3N7O18 at a distorted geometry (ωB97M-V with the def2-TZVPD basis set).

Values from the calculation:
frontier orbital gap: 1.3 eV
HOMO: -0.261 Eh
molar mass: 1268.9 g mol⁻¹
lowest unoccupied orbital energy: -0.21401 hartree
strongest force on any atom: 8.33 eV/A
total energy: -5259.68169 hartree

Each line ends with the Löwdin charge.
Positions of all 201 atoms, in Å:
Be (0.80, 5.53, 0.11)  1.24
N (-0.27, 0.43, 0.80)  0.36
H (-0.65, 0.10, 1.67)  0.09
H (-0.90, 0.99, 0.24)  0.09
H (-0.29, -0.51, 0.44)  0.08
H (0.68, 0.78, 0.85)  0.10
Cl (-0.82, 3.16, -1.83)  0.60
O (-1.92, 3.67, -2.57)  -0.31
O (0.40, 3.86, -2.02)  -0.37
O (-1.04, 3.26, -0.47)  -0.36
O (-0.74, 1.72, -2.12)  -0.33
Cl (2.11, 2.81, 2.46)  0.55
O (2.21, 1.42, 2.38)  -0.26
O (1.68, 3.20, 1.18)  -0.38
O (1.09, 3.24, 3.32)  -0.27
O (3.36, 3.38, 2.62)  -0.28
Cl (-2.12, 0.79, 4.07)  0.60
O (-1.96, -0.30, 3.19)  -0.39
O (-3.33, 0.64, 4.83)  -0.34
O (-0.99, 0.83, 4.93)  -0.35
O (-2.05, 2.08, 3.38)  -0.38
C (-7.40, 3.20, -1.78)  -0.04
C (-6.26, 2.19, -1.78)  -0.45
C (-5.06, 2.71, -0.88)  -0.11
C (-5.14, 2.53, 0.69)  -0.13
C (-5.65, 1.14, 0.97)  -0.17
C (-6.90, 0.64, 0.24)  -0.46
N (-6.65, 0.88, -1.21)  -0.15
O (-7.55, 0.34, -2.06)  -0.01
C (-6.96, -0.91, 0.44)  -0.02
C (-8.08, 1.36, 0.93)  -0.02
C (-5.69, 2.01, -3.24)  -0.02
H (-7.21, 4.09, -1.18)  0.08
H (-8.34, 2.78, -1.42)  0.08
H (-7.57, 3.60, -2.78)  0.07
H (-4.09, 2.63, -1.37)  0.08
H (-5.15, 3.78, -1.03)  0.08
H (-5.90, 3.27, 0.95)  0.10
H (-4.21, 2.75, 1.21)  0.11
H (-5.61, 1.04, 2.05)  0.13
H (-4.93, 0.42, 0.58)  0.09
H (-7.92, -1.32, 0.13)  0.07
H (-6.20, -1.60, 0.07)  0.06
H (-7.03, -1.04, 1.52)  0.09
H (-8.04, 1.21, 2.01)  0.08
H (-8.05, 2.42, 0.66)  0.07
H (-9.06, 0.92, 0.76)  0.08
H (-6.52, 2.15, -3.93)  0.07
H (-5.09, 1.10, -3.34)  0.08
H (-4.98, 2.81, -3.42)  0.07
H (-7.18, -0.53, -2.23)  0.11
C (-1.67, -5.83, 7.63)  -0.04
C (-1.22, -4.69, 6.66)  -0.40
C (-2.32, -3.55, 6.78)  -0.16
C (-1.91, -2.14, 6.45)  -0.20
C (-0.75, -1.80, 7.31)  -0.17
C (0.47, -2.70, 7.08)  -0.42
N (0.09, -4.17, 7.25)  -0.18
O (1.09, -4.95, 7.10)  -0.01
C (1.09, -2.25, 5.62)  0.00
C (1.45, -2.40, 8.19)  -0.05
C (-1.17, -5.03, 5.14)  -0.03
H (-2.65, -6.13, 7.25)  0.08
H (-1.68, -5.68, 8.71)  0.08
H (-1.02, -6.68, 7.42)  0.07
H (-3.13, -3.68, 6.07)  0.11
H (-2.97, -3.76, 7.63)  0.11
H (-2.75, -1.47, 6.65)  0.12
H (-1.74, -2.18, 5.38)  0.10
H (-1.08, -1.75, 8.34)  0.12
H (-0.51, -0.75, 7.11)  0.12
H (1.77, -1.40, 5.62)  0.07
H (1.75, -3.06, 5.29)  0.06
H (0.28, -2.17, 4.90)  0.05
H (0.90, -2.32, 9.13)  0.08
H (2.26, -3.12, 8.35)  0.08
H (1.83, -1.41, 7.94)  0.08
H (-2.12, -5.23, 4.64)  0.08
H (-0.55, -5.91, 4.97)  0.07
H (-0.70, -4.26, 4.54)  0.05
H (1.13, -5.54, 7.86)  0.12
C (4.30, -4.48, 0.47)  -0.04
C (4.52, -4.35, -0.98)  -0.41
C (5.88, -3.65, -1.25)  -0.17
C (7.11, -4.43, -0.98)  -0.21
C (7.03, -5.67, -1.77)  -0.14
C (5.74, -6.59, -1.77)  -0.47
N (4.56, -5.69, -1.73)  -0.15
O (3.41, -6.41, -1.86)  -0.01
C (5.75, -7.32, -3.09)  -0.06
C (5.76, -7.55, -0.53)  -0.02
C (3.44, -3.46, -1.80)  -0.02
H (3.85, -3.58, 0.90)  0.08
H (5.22, -4.66, 1.04)  0.08
H (3.61, -5.30, 0.69)  0.09
H (5.86, -3.10, -2.19)  0.10
H (5.89, -2.74, -0.65)  0.12
H (7.14, -4.61, 0.10)  0.11
H (8.07, -3.92, -1.06)  0.12
H (7.90, -6.19, -1.36)  0.12
H (7.16, -5.41, -2.82)  0.12
H (6.73, -7.64, -3.44)  0.09
H (5.04, -8.15, -3.06)  0.08
H (5.29, -6.85, -3.96)  0.08
H (6.59, -8.25, -0.58)  0.08
H (5.82, -6.95, 0.38)  0.07
H (4.82, -8.11, -0.48)  0.08
H (3.59, -2.41, -1.55)  0.07
H (2.38, -3.68, -1.67)  0.04
H (3.40, -3.56, -2.89)  0.08
H (2.97, -6.00, -2.61)  0.10
C (-2.87, -3.18, -1.66)  -0.05
C (-2.40, -2.24, -0.57)  -0.48
C (-3.21, -2.58, 0.78)  -0.10
C (-2.86, -3.94, 1.35)  -0.17
C (-1.34, -4.02, 1.63)  -0.12
C (-0.40, -3.66, 0.42)  -0.40
N (-1.02, -2.39, -0.23)  -0.11
O (-0.09, -1.68, -1.03)  -0.04
C (0.98, -3.42, 1.04)  -0.03
C (-0.31, -4.78, -0.68)  -0.01
C (-2.82, -0.85, -1.04)  -0.03
H (-2.06, -3.32, -2.38)  0.08
H (-3.65, -2.82, -2.34)  0.08
H (-3.13, -4.20, -1.41)  0.07
H (-3.03, -1.87, 1.59)  0.10
H (-4.27, -2.48, 0.53)  0.10
H (-3.15, -4.76, 0.70)  0.10
H (-3.32, -4.13, 2.32)  0.11
H (-1.19, -5.08, 1.82)  0.11
H (-1.06, -3.56, 2.58)  0.09
H (0.92, -2.66, 1.82)  0.09
H (1.31, -4.33, 1.54)  0.09
H (1.76, -3.09, 0.36)  0.05
H (-1.25, -4.87, -1.23)  0.05
H (0.31, -4.58, -1.55)  0.06
H (0.21, -5.67, -0.30)  0.09
H (-2.83, -0.06, -0.29)  0.07
H (-3.80, -0.82, -1.51)  0.08
H (-2.19, -0.40, -1.81)  0.07
H (0.11, -2.24, -1.78)  0.09
C (5.83, -0.71, -4.50)  -0.03
C (4.91, 0.54, -4.22)  -0.49
C (3.53, -0.11, -3.80)  -0.11
C (2.56, 0.94, -3.22)  -0.18
C (3.24, 1.33, -1.94)  -0.14
C (4.64, 2.03, -2.11)  -0.46
N (5.48, 1.36, -3.11)  -0.12
O (6.77, 1.79, -3.41)  0.01
C (4.34, 3.45, -2.69)  -0.02
C (5.40, 2.09, -0.79)  -0.02
C (4.70, 1.23, -5.48)  -0.05
H (6.21, -1.18, -3.60)  0.07
H (6.67, -0.32, -5.08)  0.08
H (5.32, -1.56, -4.94)  0.08
H (3.03, -0.56, -4.65)  0.12
H (3.63, -0.88, -3.04)  0.09
H (1.57, 0.58, -2.96)  0.10
H (2.24, 1.87, -3.69)  0.10
H (3.21, 0.58, -1.14)  0.12
H (2.55, 2.09, -1.58)  0.09
H (5.26, 3.83, -3.12)  0.07
H (3.61, 3.48, -3.50)  0.07
H (3.93, 4.20, -2.02)  0.07
H (4.71, 2.63, -0.15)  0.07
H (5.58, 1.07, -0.45)  0.09
H (6.33, 2.65, -0.69)  0.09
H (5.51, 1.92, -5.74)  0.09
H (3.74, 1.73, -5.36)  0.08
H (4.42, 0.57, -6.30)  0.10
H (6.58, 2.48, -4.06)  0.07
C (1.50, 7.07, -3.19)  -0.02
C (0.15, 7.76, -3.06)  -0.47
C (-0.73, 7.16, -4.18)  -0.14
C (-2.23, 7.38, -4.00)  -0.17
C (-2.71, 6.95, -2.59)  -0.12
C (-1.90, 7.68, -1.47)  -0.46
N (-0.46, 7.41, -1.67)  -0.04
O (0.42, 7.95, -0.66)  -0.06
C (-2.52, 9.13, -1.21)  0.00
C (-2.38, 6.84, -0.27)  -0.04
C (0.25, 9.27, -3.26)  -0.01
H (1.36, 6.14, -2.64)  0.05
H (2.19, 7.65, -2.58)  0.08
H (1.73, 6.98, -4.25)  0.11
H (-0.52, 7.40, -5.22)  0.13
H (-0.62, 6.07, -4.23)  0.12
H (-2.79, 6.81, -4.74)  0.12
H (-2.52, 8.41, -4.18)  0.11
H (-2.89, 5.87, -2.61)  0.11
H (-3.62, 7.55, -2.59)  0.11
H (-2.32, 9.86, -1.99)  0.07
H (-3.60, 9.03, -1.23)  0.09
H (-2.34, 9.45, -0.19)  0.08
H (-3.45, 6.67, -0.23)  0.11
H (-1.96, 5.84, -0.36)  0.06
H (-2.08, 7.43, 0.60)  0.08
H (0.37, 9.55, -4.31)  0.11
H (1.00, 9.73, -2.62)  0.08
H (-0.70, 9.78, -3.08)  0.06
H (0.68, 8.84, -0.88)  0.09

***

2.
Entry from the OMol25 dataset: 13 unconnected molecules or ions with the total composition C54H118O24 at a distorted geometry (ωB97M-V with the def2-TZVPD basis set).

Values from the calculation:
frontier orbital gap: 11.1 eV
HOMO: -0.385 Eh
molar mass: 1151.5 g mol⁻¹
lowest unoccupied orbital energy: 0.02197 hartree
strongest force on any atom: 3.52 eV/A
total energy: -3934.03831 hartree

Each line ends with the Löwdin charge.
Positions of all 196 atoms, in Å:
C (-4.98, 0.73, -0.26)  -0.10
C (-5.44, 0.62, 1.18)  -0.25
C (-6.87, 1.26, 1.36)  -0.21
C (-7.13, 1.76, 2.75)  -0.24
C (-6.82, 0.78, 3.86)  -0.29
C (-6.93, 1.19, 5.33)  -0.11
H (-4.03, 0.24, -0.48)  0.05
H (-4.94, 1.79, -0.53)  0.07
H (-5.72, 0.23, -0.86)  0.08
H (-5.39, -0.45, 1.57)  0.13
H (-4.75, 1.18, 1.80)  0.08
H (-7.53, 0.43, 1.14)  0.11
H (-7.04, 2.00, 0.61)  0.09
H (-6.41, 2.58, 2.90)  0.12
H (-8.15, 2.12, 3.00)  0.12
H (-7.51, -0.10, 3.77)  0.12
H (-5.80, 0.37, 3.70)  0.09
H (-6.32, 2.04, 5.56)  0.05
H (-8.01, 1.40, 5.60)  0.09
H (-6.68, 0.34, 5.96)  0.06
C (1.39, -1.10, 2.88)  -0.09
C (2.16, -2.25, 2.28)  -0.25
C (1.88, -3.67, 2.81)  -0.24
C (2.78, -4.64, 2.12)  -0.24
C (2.68, -6.09, 2.69)  -0.24
C (3.31, -7.06, 1.70)  -0.11
H (1.44, -1.09, 3.98)  0.09
H (0.36, -1.19, 2.59)  0.05
H (1.78, -0.17, 2.48)  0.05
H (2.00, -2.37, 1.22)  0.08
H (3.24, -2.09, 2.43)  0.11
H (0.88, -4.02, 2.69)  0.09
H (2.02, -3.69, 3.90)  0.12
H (2.49, -4.63, 1.08)  0.08
H (3.85, -4.28, 2.18)  0.12
H (3.21, -6.05, 3.62)  0.09
H (1.59, -6.30, 2.97)  0.12
H (4.36, -6.73, 1.54)  0.07
H (3.32, -8.12, 2.01)  0.08
H (2.83, -7.03, 0.73)  0.04
C (-2.39, -1.23, 3.52)  -0.08
C (-2.40, 0.31, 3.95)  -0.26
C (-2.31, 0.53, 5.43)  -0.22
C (-1.77, 1.95, 5.71)  -0.24
C (-2.52, 2.99, 4.96)  -0.28
C (-2.11, 4.41, 5.33)  -0.10
H (-1.45, -1.80, 3.73)  0.07
H (-2.56, -1.35, 2.45)  0.04
H (-3.26, -1.66, 3.94)  0.05
H (-1.57, 0.80, 3.46)  0.09
H (-3.27, 0.79, 3.47)  0.08
H (-1.75, -0.30, 5.81)  0.10
H (-3.27, 0.49, 5.94)  0.11
H (-1.71, 2.18, 6.79)  0.12
H (-0.74, 2.00, 5.34)  0.12
H (-2.38, 2.76, 3.86)  0.11
H (-3.60, 2.78, 5.14)  0.11
H (-1.18, 4.68, 4.85)  0.05
H (-2.75, 5.23, 4.96)  0.07
H (-1.94, 4.57, 6.39)  0.07
C (2.12, 5.61, 4.28)  -0.10
C (3.08, 5.17, 3.13)  -0.25
C (2.80, 3.77, 2.56)  -0.22
C (3.84, 3.39, 1.45)  -0.19
C (3.34, 3.95, 0.06)  -0.22
C (4.15, 3.44, -1.18)  -0.10
H (1.16, 6.01, 3.96)  0.04
H (2.67, 6.44, 4.75)  0.07
H (1.97, 4.81, 4.98)  0.06
H (2.98, 5.90, 2.34)  0.09
H (4.12, 5.21, 3.47)  0.10
H (1.81, 3.66, 2.15)  0.08
H (2.89, 3.03, 3.31)  0.09
H (4.80, 3.88, 1.74)  0.11
H (3.94, 2.28, 1.51)  0.10
H (2.27, 3.73, -0.04)  0.08
H (3.48, 5.05, 0.06)  0.11
H (4.04, 4.01, -2.11)  0.06
H (5.24, 3.41, -1.00)  0.07
H (3.87, 2.41, -1.48)  0.05
C (-2.56, -2.14, -0.99)  -0.11
C (-2.38, -3.66, -1.18)  -0.24
C (-1.46, -4.47, -0.17)  -0.21
C (-0.95, -5.81, -0.70)  -0.25
C (-0.01, -6.48, 0.30)  -0.25
C (0.07, -8.03, -0.04)  -0.09
H (-3.15, -1.66, -1.75)  0.04
H (-1.55, -1.72, -0.95)  0.07
H (-3.06, -2.05, 0.00)  0.07
H (-3.35, -4.08, -1.14)  0.08
H (-1.98, -3.89, -2.20)  0.10
H (-2.09, -4.65, 0.76)  0.12
H (-0.65, -3.89, 0.29)  0.09
H (-1.87, -6.43, -0.79)  0.12
H (-0.47, -5.65, -1.68)  0.10
H (0.95, -5.97, 0.26)  0.07
H (-0.50, -6.32, 1.31)  0.12
H (0.92, -8.48, 0.52)  0.05
H (-0.84, -8.55, 0.28)  0.06
H (0.27, -8.10, -1.18)  0.09
C (2.63, -7.89, -3.80)  -0.03
O (1.65, -6.87, -3.59)  0.00
C (2.24, -5.77, -3.11)  -0.60
O (3.42, -5.67, -2.79)  0.08
O (1.31, -4.85, -3.04)  0.02
C (1.67, -3.71, -2.23)  0.01
H (2.09, -8.65, -4.44)  0.12
H (2.91, -8.26, -2.84)  0.08
H (3.50, -7.46, -4.26)  0.09
H (2.12, -3.99, -1.33)  0.07
H (0.77, -3.21, -1.96)  0.08
H (2.28, -3.07, -2.77)  0.07
C (-2.29, -1.37, -4.55)  0.01
O (-1.05, -1.87, -5.18)  0.00
C (-0.11, -0.96, -5.31)  -0.61
O (-0.22, 0.23, -5.04)  0.10
O (0.98, -1.58, -5.79)  0.00
C (2.12, -0.79, -6.07)  -0.04
H (-2.82, -2.31, -4.35)  0.10
H (-2.82, -0.78, -5.29)  0.10
H (-1.97, -0.79, -3.69)  0.08
H (2.89, -1.51, -6.41)  0.11
H (2.37, -0.25, -5.16)  0.09
H (1.86, -0.01, -6.77)  0.10
C (6.62, -1.09, -0.10)  -0.04
O (6.28, -2.46, -0.30)  -0.04
C (6.20, -3.19, 0.87)  -0.57
O (6.23, -2.63, 1.92)  0.14
O (5.86, -4.47, 0.69)  -0.01
C (5.75, -5.04, -0.60)  -0.05
H (5.94, -0.59, 0.59)  0.09
H (6.56, -0.62, -1.06)  0.09
H (7.60, -1.07, 0.32)  0.09
H (6.53, -4.68, -1.24)  0.09
H (4.77, -4.89, -1.12)  0.08
H (5.89, -6.10, -0.44)  0.09
C (-4.76, 5.56, -0.28)  -0.03
O (-3.64, 6.43, -0.20)  -0.01
C (-2.85, 6.23, 0.88)  -0.59
O (-2.86, 5.28, 1.59)  0.13
O (-1.97, 7.25, 1.06)  0.00
C (-1.08, 6.94, 2.09)  -0.08
H (-5.36, 5.61, 0.62)  0.10
H (-4.40, 4.49, -0.40)  0.10
H (-5.19, 5.92, -1.20)  0.09
H (-1.51, 6.77, 3.04)  0.08
H (-0.37, 7.68, 2.20)  0.08
H (-0.54, 6.04, 1.85)  0.09
C (-0.39, 6.65, -1.75)  -0.03
O (0.28, 5.40, -1.53)  -0.01
C (0.40, 4.69, -2.69)  -0.60
O (-0.17, 4.90, -3.73)  0.12
O (1.24, 3.69, -2.42)  -0.03
C (1.48, 2.67, -3.44)  0.00
H (0.13, 7.33, -2.36)  0.08
H (-0.58, 7.15, -0.79)  0.08
H (-1.36, 6.47, -2.27)  0.11
H (0.62, 1.96, -3.59)  0.09
H (2.33, 2.11, -3.11)  0.05
H (1.70, 3.21, -4.34)  0.09
C (4.95, -2.98, -4.23)  -0.03
O (4.72, -1.63, -3.81)  -0.03
C (5.12, -0.73, -4.73)  -0.60
O (5.45, -0.99, -5.86)  0.12
O (5.09, 0.53, -4.20)  -0.03
C (5.31, 1.58, -5.16)  -0.03
H (5.91, -3.06, -4.78)  0.11
H (4.08, -3.23, -4.84)  0.09
H (5.01, -3.58, -3.33)  0.08
H (6.22, 1.42, -5.67)  0.08
H (5.23, 2.53, -4.59)  0.11
H (4.55, 1.50, -5.95)  0.09
C (-2.67, 2.63, -3.30)  0.01
O (-3.88, 3.28, -2.80)  -0.02
C (-4.99, 2.54, -2.98)  -0.69
O (-5.04, 1.53, -3.56)  0.15
O (-5.96, 3.23, -2.38)  -0.04
C (-7.27, 2.73, -2.63)  -0.04
H (-2.91, 2.21, -4.29)  0.10
H (-2.47, 1.72, -2.68)  0.10
H (-1.90, 3.37, -3.16)  0.07
H (-7.83, 3.13, -1.79)  0.09
H (-7.25, 1.61, -2.57)  0.11
H (-7.64, 3.14, -3.56)  0.10
C (-0.65, 2.58, 0.72)  -0.02
O (0.55, 1.84, 0.93)  0.01
C (0.98, 1.23, -0.16)  -0.63
O (0.43, 1.14, -1.19)  0.15
O (2.22, 0.73, 0.05)  -0.02
C (2.61, -0.24, -0.89)  -0.04
H (-0.53, 3.26, -0.12)  0.09
H (-0.94, 3.12, 1.60)  0.07
H (-1.53, 1.98, 0.55)  0.09
H (1.96, -1.08, -0.84)  0.07
H (3.65, -0.54, -0.69)  0.10
H (2.43, 0.11, -1.90)  0.08